1.
{
  "formula": "C5H13NO2",
  "method": "ωB97M-V/def2-TZVPD",
  "species": ["O", "O", "N", "C", "C", "C", "C", "C", "H", "H", "H", "H", "H", "H", "H", "H", "H", "H", "H", "H", "H"],
  "xyz": [[1.2592, 0.7385, 0.6011], [-0.9351, 1.1053, 0.9304], [-0.8499, -0.4806, -1.0782], [0.1940, -1.5764, -0.9752], [0.3000, 1.3031, 1.2069], [0.0984, -2.2778, 0.3612], [0.6507, 2.2812, 2.3517], [-0.5032, 0.5229, -2.1080], [-0.3119, -0.0042, -3.0587], [-0.8691, 0.0811, -0.1618], [1.1839, -1.0713, -1.0355], [0.8953, -3.0187, 0.4459], [0.1753, 1.9986, 3.3325], [0.3419, 1.0913, -1.7740], [1.7580, 2.3027, 2.4494], [-0.8649, -2.8216, 0.5374], [-1.3944, 1.2424, -2.2503], [0.3380, 3.3011, 2.0998], [0.2355, -1.5444, 1.1957], [-1.7514, -0.9778, -1.2261], [0.0496, -2.1953, -1.8441]],
  "relative_energy_kcal_mol": 21.2,
  "e_tot_ha": -403.54275,
  "largest_force_ev_per_a": 2.6,
  "orbital_gap_ev": 9.252
}

---

2.
{
  "formula": "CH5FN2",
  "method": "ωB97M-V/def2-TZVPD",
  "species": ["F", "N", "N", "C", "H", "H", "H", "H", "H"],
  "xyz": [[1.7481, -0.5732, -0.2863], [-0.3268, 0.8764, -0.3245], [1.3066, 0.6293, 0.2266], [-0.9136, -0.3301, 0.0379], [-0.8418, -0.4502, 1.0938], [0.0397, 0.8005, -1.2210], [-0.2778, -1.1467, -0.3679], [1.1716, 0.4974, 1.2346], [-1.9060, -0.3033, -0.3932]],
  "relative_energy_kcal_mol": 91.0,
  "e_tot_ha": -250.31727,
  "smiles": "CNNF",
  "largest_force_ev_per_a": 5.9,
  "orbital_gap_ev": 11.375
}

---

3.
{
  "formula": "C4H6O2",
  "method": "ωB97M-V/def2-TZVPD",
  "species": ["O", "O", "C", "C", "C", "C", "H", "H", "H", "H", "H", "H"],
  "xyz": [[1.0488, 0.7287, -1.7294], [0.8371, -1.2109, 1.1713], [-1.0181, -0.7192, -0.4202], [1.3393, 0.2415, -0.6785], [0.3149, -0.2799, 0.4891], [-0.2155, 0.9464, 0.9851], [-1.9772, -0.4958, 0.0484], [-0.8677, -1.7977, -0.4573], [-0.5614, 1.7080, 0.2907], [2.3631, -0.0084, -0.3543], [-0.9489, -0.2458, -1.4003], [-0.3144, 1.1331, 2.0554]],
  "relative_energy_kcal_mol": 111.9,
  "e_tot_ha": -306.32799,
  "largest_force_ev_per_a": 0.7,
  "orbital_gap_ev": [6.846, 7.723]
}

---

4.
{
  "formula": "C4H5N3",
  "method": "ωB97M-V/def2-TZVPD",
  "species": ["N", "N", "N", "C", "C", "C", "C", "H", "H", "H", "H", "H"],
  "xyz": [[0.3133, -1.4710, 1.9537], [0.8031, -1.7116, -2.5281], [-0.4449, 1.2901, -0.5322], [0.0625, 2.0422, 0.3497], [0.1568, -1.5789, -1.5735], [-0.6316, -1.4258, -0.3929], [-0.1100, -1.5346, 0.8119], [-1.5815, -0.8992, -0.4332], [1.0937, 2.4114, 0.3308], [0.6437, -0.5196, 2.0580], [0.2492, 1.0774, -1.2527], [-0.5542, 2.3196, 1.2085]],
  "relative_energy_kcal_mol": 77.9,
  "e_tot_ha": -319.58804,
  "smiles": "N#CC=C=N.C=N",
  "largest_force_ev_per_a": 1.2,
  "orbital_gap_ev": 10.187
}

---

5.
{
  "formula": "C4H8Cl3FeO",
  "method": "ωB97M-V/def2-TZVPD",
  "species": ["Fe", "Cl", "Cl", "Cl", "O", "C", "C", "C", "C", "H", "H", "H", "H", "H", "H", "H", "H"],
  "xyz": [[-28.1663, 5.3543, 12.0005], [-27.3060, 6.2360, 13.9904], [-24.3349, 2.4172, 13.5220], [-23.6682, 3.9033, 15.9394], [-29.9889, 5.8989, 12.8900], [-31.6566, 6.0364, 14.5995], [-24.0602, 3.9875, 14.2355], [-32.0553, 6.9127, 12.1627], [-31.1450, 6.2232, 13.1960], [-23.1979, 4.4141, 13.7231], [-31.9313, 7.0341, 14.9417], [-30.9407, 5.5016, 15.2236], [-33.1086, 6.8963, 12.4430], [-32.6254, 5.5682, 14.4250], [-31.7366, 7.9532, 12.2248], [-31.9731, 6.5974, 11.1225], [-24.9589, 4.5882, 14.0954]],
  "charge": 3,
  "e_tot_ha": -2875.33068,
  "spin_multiplicity": 7,
  "largest_force_ev_per_a": 2.3,
  "orbital_gap_ev": [8.926, 4.861]
}

---

6.
{
  "formula": "C11H15OPS",
  "method": "ωB97M-V/def2-TZVPD",
  "species": ["S", "P", "O", "C", "C", "C", "C", "C", "C", "C", "C", "C", "C", "C", "H", "H", "H", "H", "H", "H", "H", "H", "H", "H", "H", "H", "H", "H", "H"],
  "xyz": [[0.3378, 3.0697, 1.0103], [-0.2854, 1.7129, -0.2339], [2.2259, -1.5245, 0.0611], [3.5249, -1.4272, 0.0581], [0.3589, -0.0654, -0.0444], [-3.1599, -1.0819, 0.4174], [1.7086, -0.2513, -0.2039], [-0.0726, 2.1662, -1.9574], [-1.9555, -0.1597, 0.7676], [3.9123, -0.1872, -0.2957], [-1.9767, 1.2223, -0.0388], [-0.6411, -0.8042, 0.5904], [2.7460, 0.6078, -0.5133], [-0.3262, -2.0523, 1.2848], [-1.9367, 0.1083, 1.7881], [-1.2195, -2.6190, 1.4986], [0.1155, -1.6597, 2.2476], [0.8256, 2.6489, -2.1038], [-0.9013, 2.8068, -2.1542], [-3.3986, -1.5820, 1.3221], [-2.7472, -1.7801, -0.3383], [4.0765, -2.2526, 0.2651], [-2.5899, 1.8982, 0.4675], [-0.1931, 1.2823, -2.5887], [-2.5041, 1.0772, -1.1536], [4.8596, 0.3207, -0.2863], [0.5649, -2.6701, 0.8455], [-3.9470, -0.4453, 0.0017], [2.5986, 1.6412, -0.7135]],
  "relative_energy_kcal_mol": 0.0,
  "e_tot_ha": -1242.88480,
  "smiles": "CC1=C(c2ccco2)[P@](C)(=S)C[C@H]1C",
  "largest_force_ev_per_a": 5.4,
  "orbital_gap_ev": 8.186
}

---

7.
{
  "formula": "C57H52BN5O3P2S4Tl",
  "method": "ωB97M-V/def2-TZVPD",
  "species": ["Tl", "S", "S", "S", "S", "P", "P", "O", "O", "O", "N", "N", "N", "N", "N", "C", "C", "C", "C", "C", "C", "C", "C", "C", "C", "C", "C", "C", "C", "C", "C", "C", "C", "C", "C", "C", "C", "C", "C", "C", "C", "C", "C", "C", "C", "C", "C", "C", "C", "C", "C", "C", "C", "C", "C", "C", "C", "C", "C", "C", "C", "C", "C", "C", "C", "C", "C", "C", "C", "C", "C", "C", "B", "H", "H", "H", "H", "H", "H", "H", "H", "H", "H", "H", "H", "H", "H", "H", "H", "H", "H", "H", "H", "H", "H", "H", "H", "H", "H", "H", "H", "H", "H", "H", "H", "H", "H", "H", "H", "H", "H", "H", "H", "H", "H", "H", "H", "H", "H", "H", "H", "H", "H", "H", "H"],
  "xyz": [[12.6261, 11.7937, 12.4087], [11.7909, 9.6540, 10.4844], [15.7966, 14.2063, 15.0356], [12.3923, 15.6383, 8.4189], [9.7135, 11.6195, 13.2634], [16.1214, 12.9884, 11.7391], [13.1178, 14.4497, 15.8417], [16.6581, 15.0230, 14.1836], [13.5825, 10.0127, 14.9956], [11.0519, 10.1992, 16.1456], [12.2556, 14.3264, 10.9422], [8.5398, 10.5277, 11.0670], [9.9180, 8.4988, 12.0950], [8.9611, 12.7155, 10.8326], [11.9589, 8.0509, 12.6782], [18.6492, 11.4493, 14.5272], [17.8650, 14.8718, 18.4724], [12.8538, 15.0803, 18.6157], [15.6273, 9.9192, 9.1036], [16.1270, 16.0437, 9.0793], [17.5381, 12.1841, 14.0466], [11.1889, 8.7573, 11.7922], [17.3337, 16.7060, 9.2920], [20.5929, 10.0614, 14.6273], [11.3050, 14.7242, 15.9072], [15.7158, 15.0218, 9.9434], [11.1549, 7.3183, 13.5234], [13.9089, 17.1432, 15.7528], [13.9624, 18.4849, 13.7522], [16.5147, 11.8693, 16.2345], [14.6963, 15.1394, 20.1543], [15.5840, 10.7338, 10.2337], [17.5073, 14.7037, 17.1164], [10.6700, 15.9334, 15.6207], [16.9643, 15.2789, 20.9289], [15.5429, 14.9990, 19.0307], [15.4913, 15.2986, 21.4395], [9.0105, 14.1008, 11.2914], [16.5516, 14.5916, 10.9649], [16.4862, 10.2094, 8.0723], [17.1356, 12.2591, 9.1818], [9.1039, 11.5898, 11.7037], [13.3852, 7.7408, 12.5424], [8.1012, 10.9862, 9.7811], [17.7131, 15.3451, 11.2261], [16.6120, 12.5686, 15.0302], [12.3054, 14.9602, 9.9327], [17.5648, 11.0358, 16.6167], [17.3038, 11.3429, 8.1305], [19.7699, 11.0432, 13.7886], [19.8309, 11.4918, 12.4783], [13.7000, 14.7567, 17.5153], [14.1206, 18.3623, 15.1161], [18.7734, 12.3012, 11.9638], [13.3796, 16.1454, 13.6400], [18.1381, 16.3377, 10.3790], [10.6152, 13.6721, 16.5029], [18.6799, 10.8519, 15.8297], [19.8500, 9.9301, 15.9805], [8.6473, 15.0433, 16.4916], [15.1188, 14.7469, 17.7219], [9.3432, 16.0905, 15.9174], [17.6001, 12.4721, 12.6600], [9.8630, 7.6335, 13.1840], [13.3282, 15.2606, 19.9357], [13.5938, 16.0369, 15.0231], [9.2283, 13.7950, 16.6292], [8.4446, 12.3102, 9.6426], [16.9098, 15.0224, 19.4761], [16.2769, 11.9455, 10.2507], [13.6262, 17.3351, 12.9891], [16.1659, 14.6573, 16.7576], [8.6096, 9.0309, 11.5064], [14.1597, 19.4603, 13.2344], [13.4735, 6.6360, 12.2609], [11.6685, 6.7249, 14.2998], [7.6541, 10.3085, 9.0600], [14.4094, 19.1751, 15.7482], [14.9486, 9.0511, 9.0512], [16.5553, 9.5405, 7.2292], [11.7923, 15.1653, 18.5030], [17.8767, 11.6513, 7.2738], [7.8119, 8.9401, 12.3848], [13.0162, 15.3076, 13.0336], [13.7639, 8.3368, 11.6812], [15.6229, 11.9933, 16.8899], [18.8342, 12.6983, 10.9466], [10.0400, 14.4356, 11.3657], [8.4356, 12.9350, 8.7291], [15.2155, 14.4015, 22.0400], [17.6606, 13.1635, 9.2216], [8.8997, 7.2517, 13.6178], [20.6507, 11.2713, 11.7989], [14.7720, 14.4530, 9.7892], [8.8256, 17.0076, 15.6997], [12.6786, 10.0786, 15.4376], [18.1189, 15.2298, 12.2388], [19.5347, 8.9062, 16.2224], [17.5415, 16.1680, 21.1151], [17.7105, 17.4478, 8.5793], [11.0908, 12.7598, 16.7823], [8.6317, 12.9055, 16.8311], [18.9318, 14.9494, 18.6830], [20.5636, 10.1505, 16.8357], [19.0658, 16.8745, 10.5288], [8.4337, 14.7325, 10.6224], [14.0802, 17.0843, 16.8484], [11.1992, 16.7123, 15.0833], [20.6337, 9.0683, 14.1432], [18.2640, 14.5929, 16.2808], [12.6731, 15.4750, 20.7749], [13.9888, 7.8952, 13.4947], [15.1132, 10.4191, 11.1594], [17.5790, 14.5327, 21.3921], [21.5898, 10.4133, 14.7821], [10.2900, 10.2788, 15.5726], [8.3979, 8.2759, 10.5820], [13.4444, 17.3464, 11.9227], [17.4806, 10.5778, 17.5977], [7.6216, 15.1641, 16.8826], [15.4990, 16.3492, 8.2790], [8.5164, 14.0594, 12.3191], [10.8818, 9.3886, 16.6556], [14.2776, 10.1411, 15.6677], [15.2917, 16.2461, 21.9867]],
  "charge": 1,
  "relative_energy_kcal_mol": 43.6,
  "e_tot_ha": -5175.29337,
  "largest_force_ev_per_a": 3.3,
  "orbital_gap_ev": [3.566, 3.212]
}